Entry from the Open Molecules 2025 dataset: the molecule C20H23N3O3S (ωB97M-V/def2-TZVPD).

Kohn-Sham gap = 8.17 eV
calculated total energy = -1564.0881 Ha
energy above the lowest of the compared OMol25 structures with the same formula, charge and spin = 59.08 kcal/mol

XYZ file:
```
50
Properties=species:S:1:pos:R:3:lowdin_charge:R:1
O -4.7811 0.2081 -3.3063 0.08
N -1.8721 -0.1997 -2.9501 0.12
O -5.1577 -1.9506 -3.9253 0.09
O -1.4271 -1.1646 2.1545 -0.10
S -0.6122 -2.3448 -3.5989 1.06
C -4.3283 -0.9200 -3.5261 -0.41
C -0.6672 -0.7167 -2.9537 -0.51
C -2.3302 -2.3340 -3.7767 -0.33
C -2.8359 -1.1206 -3.3989 -0.27
C 1.1986 2.6965 0.4596 -0.03
C 1.8476 3.6826 1.1441 -0.08
C -0.3799 0.4966 3.6472 0.03
C -0.6790 -0.0177 2.3500 -0.20
C 0.5899 1.8364 1.4209 -0.14
C 0.9200 2.2960 2.6887 -0.19
C 0.4387 1.6425 3.8208 -0.20
C -0.1721 0.6641 1.2203 -0.10
N 1.6627 3.4544 2.5095 0.08
N 0.6716 -0.1505 -0.9714 -0.10
C -1.5484 -2.0452 3.2767 -0.08
C 0.6714 2.2142 5.2065 -0.05
C -0.5406 0.2930 -0.1865 -0.10
C 1.3871 -1.3585 -0.4588 -0.16
C 0.5609 0.0028 -2.4275 -0.30
C 2.7620 -1.4769 -1.1206 -0.19
C 1.8903 -0.3019 -3.2067 -0.14
C 2.6607 -1.5223 -2.6553 -0.21
H -6.0257 -1.5478 -3.9076 0.11
H -2.9831 -3.1314 -4.1526 0.09
H 1.1427 2.5649 -0.6199 0.10
H 2.3892 4.4956 0.6728 0.11
H -0.7786 0.0659 4.5332 0.09
H 1.9366 4.0932 3.2366 0.14
H -2.0917 -1.5583 4.1063 0.09
H -0.5350 -2.3722 3.5826 0.11
H -2.1409 -2.8977 3.0311 0.08
H 1.7441 2.3695 5.4303 0.08
H 0.1260 3.2007 5.2335 0.10
H 0.2388 1.5752 5.9897 0.07
H -1.2845 -0.5322 -0.1865 0.12
H -1.0120 1.1602 -0.6635 0.13
H 0.8091 -2.2789 -0.6367 0.11
H 1.5158 -1.2245 0.6232 0.12
H 0.3640 1.0542 -2.6419 0.14
H 3.2657 -2.4381 -0.7827 0.13
H 3.3709 -0.6111 -0.7876 0.12
H 2.5544 0.5841 -3.1498 0.12
H 1.6494 -0.4382 -4.2818 0.11
H 3.6519 -1.5387 -3.1061 0.10
H 2.1627 -2.4574 -2.9590 0.08
```